Entry 1:
19
Properties=species:S:1:pos:R:3:mulliken_charge:R:1 method="wB97M-V/def2-TZVPD" e_tot_ha=-198.87654 lumo_energy_ev=1.127 smiles=CCC.CC homo_lumo_gap_ev=12.28 homo_ev=-11.15 e_above_lowest_kcal_mol=7.9
C 1.560 -1.638 -0.179 -1.273
C 1.085 -0.200 -0.378 0.339
C 2.203 0.840 -0.555 -1.170
H 2.477 -1.657 0.413 0.345
H 1.855 -2.111 -1.119 0.315
H 0.788 -2.229 0.310 0.335
H 0.419 -0.054 -1.226 0.170
H 0.466 0.024 0.488 -0.035
H 3.167 0.412 -0.836 0.319
H 1.955 1.530 -1.364 0.308
H 2.359 1.447 0.338 0.291
C -2.276 0.401 1.274 -0.857
C -2.329 0.513 -0.246 -0.410
H -3.208 0.003 1.672 0.326
H -1.537 -0.360 1.552 0.226
H -2.012 1.320 1.791 0.268
H -1.327 0.558 -0.661 -0.073
H -2.754 1.478 -0.535 0.299
H -2.890 -0.277 -0.739 0.277

=====

Entry 2:
51
Properties=species:S:1:pos:R:3:mulliken_charge:R:1 method="wB97M-V/def2-TZVPD" s2=6.0250 spin_multiplicity=5 e_tot_ha=-1641.60276 lumo_energy_ev="-7.716 / -8.664" charge=+2 homo_lumo_gap_ev="7.37 / 6.52" homo_ev="-15.08 / -15.19" e_above_lowest_kcal_mol=14.2
Ru -0.205 -0.653 0.154 0.158
C 4.392 -1.800 -2.657 -0.456
C 4.855 -1.333 -1.426 -0.695
C 3.990 -1.222 -0.357 -0.217
C 2.655 -1.578 -0.538 0.528
C 2.181 -2.044 -1.761 -0.169
C 3.061 -2.158 -2.825 -0.841
N 1.715 -1.543 0.529 0.355
N 2.136 -1.638 1.688 -0.520
C 1.096 -1.604 2.655 0.396
C 1.369 -2.063 3.916 -0.450
C 0.322 -2.137 4.833 -0.300
C -0.940 -1.736 4.448 -0.856
C -1.132 -1.251 3.161 -0.237
N -0.131 -1.183 2.278 0.144
H 5.081 -1.896 -3.487 0.452
H 5.898 -1.071 -1.304 0.435
H 4.325 -0.870 0.610 0.509
H 1.153 -2.375 -1.854 0.463
H 2.717 -2.546 -3.774 0.467
H 2.377 -2.378 4.152 0.518
H 0.501 -2.509 5.834 0.440
H -1.778 -1.781 5.130 0.441
H -2.101 -0.909 2.826 0.542
O -2.493 -0.986 0.506 -0.283
N -2.643 -1.787 -0.443 0.383
O -1.588 -1.915 -1.105 -0.360
C 1.972 1.342 -3.019 -0.393
C 0.716 0.767 -3.204 -1.173
C -0.195 0.773 -2.166 1.022
C 0.140 1.377 -0.924 0.152
C 1.439 1.907 -0.744 -0.823
C 2.334 1.904 -1.795 -0.760
Si -1.129 1.630 0.426 0.706
C -2.841 2.043 0.159 0.990
C -3.504 1.862 -1.064 -0.138
C -4.847 2.164 -1.164 -0.849
C -5.537 2.639 -0.050 -0.446
C -4.887 2.828 1.163 -0.694
C -3.541 2.526 1.275 -0.462
H 2.679 1.356 -3.840 0.476
H 0.450 0.324 -4.155 0.496
H -1.192 0.391 -2.340 0.356
H 1.716 2.361 0.201 0.431
H 3.315 2.342 -1.666 0.478
H -0.507 2.137 1.655 -0.095
H -2.977 1.507 -1.941 0.241
H -5.362 2.029 -2.105 0.431
H -6.592 2.869 -0.132 0.414
H -5.427 3.210 2.019 0.421
H -3.034 2.681 2.222 0.373

=====

Entry 3:
62
Properties=species:S:1:pos:R:3:mulliken_charge:R:1 method="wB97M-V/def2-TZVPD" e_tot_ha=-2839.33084 lumo_energy_ev=2.800 charge=-1 smiles="CCOC(=O)[C@](CC(S(=O)(=O)c1ccccc1)=[S@](=O)([O-])c1ccccc1)(OC)S(=O)(=O)c1ccccc1" homo_lumo_gap_ev=7.26 homo_ev=-4.47
C 3.905 -2.777 -5.353 -1.178
C 2.572 -2.070 -5.314 -0.305
O 2.474 -1.433 -4.010 -0.003
C 1.632 -0.380 -3.859 0.197
O 1.150 0.291 -4.758 -0.667
C 1.351 -0.152 -2.371 0.788
C 0.790 -1.405 -1.800 -1.618
C -0.272 -1.157 -0.780 -0.149
S 0.260 -0.910 0.817 1.996
O 1.694 -1.168 0.773 -0.989
O -0.212 0.326 1.402 -0.801
C -0.357 -2.260 1.801 -0.090
C -0.914 -2.049 3.064 -0.208
C -1.364 -3.154 3.784 -0.704
C -1.224 -4.440 3.257 -0.430
C -0.661 -4.632 1.991 -0.733
C -0.224 -3.533 1.260 -0.357
S -1.913 -1.450 -1.223 1.751
O -2.167 -2.876 -1.210 -0.769
O -2.260 -0.668 -2.392 -0.788
C -2.889 -0.782 0.121 -0.253
C -2.888 0.585 0.398 0.020
C -3.603 1.055 1.499 -0.584
C -4.302 0.154 2.310 -0.506
C -4.337 -1.208 1.993 -0.551
C -3.651 -1.673 0.875 -0.302
O 0.775 1.014 -1.973 -0.098
C -0.106 1.745 -2.875 -0.913
S 3.384 0.214 -1.709 1.624
O 3.984 -1.000 -1.202 -0.688
O 3.944 0.851 -2.890 -0.727
C 3.509 1.605 -0.505 -0.038
C 4.191 2.748 -0.890 -0.549
C 4.199 3.855 -0.034 -0.467
C 3.515 3.812 1.190 -0.441
C 2.849 2.644 1.566 -0.642
C 2.905 1.527 0.737 -0.290
H 3.881 -3.566 -6.108 0.393
H 4.686 -2.070 -5.647 0.297
H 4.170 -3.225 -4.391 0.299
H 2.494 -1.315 -6.109 0.309
H 1.751 -2.797 -5.384 0.282
H 1.612 -1.993 -1.370 0.394
H 0.265 -1.986 -2.579 0.657
H -1.022 -1.033 3.444 0.446
H -1.818 -3.000 4.765 0.383
H -1.552 -5.303 3.832 0.372
H -0.545 -5.626 1.558 0.387
H 0.203 -3.649 0.263 0.229
H -2.330 1.260 -0.250 0.319
H -3.601 2.124 1.722 0.377
H -4.822 0.513 3.198 0.351
H -4.890 -1.925 2.604 0.389
H -3.647 -2.730 0.609 0.399
H -0.718 2.364 -2.207 0.217
H 0.506 2.360 -3.544 0.360
H -0.736 1.042 -3.432 0.319
H 4.697 2.772 -1.850 0.486
H 4.744 4.750 -0.332 0.362
H 3.519 4.679 1.855 0.352
H 2.290 2.574 2.499 0.417
H 2.469 0.598 1.066 0.663

=====

Entry 4:
8
Properties=species:S:1:pos:R:3:mulliken_charge:R:1 method="wB97M-V/def2-TZVPD" e_tot_ha=-493.89693 lumo_energy_ev="-2.231 / -2.230" homo_lumo_gap_ev="6.94 / 6.94" homo_ev="-9.17 / -9.17" e_above_lowest_kcal_mol=70.9
C 1.017 0.723 0.182 -0.806
N -1.632 -1.080 -0.263 -0.519
S 1.100 -1.060 0.042 -0.033
H 0.476 0.923 1.091 0.266
H 0.553 1.335 -0.605 0.301
H 2.025 1.192 0.406 0.315
H -1.827 -2.048 0.136 0.236
H -1.721 -0.418 0.503 0.241